Entry from OMol25: a cluster of 2 separate species, CH8NPSi2 in total at a distorted geometry (ωB97M-V with the def2-TZVPD basis set).

## Properties
multiplicity	1
max |F|	2.692	eV Å⁻¹
energy relative to the best compared isomer or geometry (same formula, charge and spin)	66.2	kcal/mol
E_tot	-27695.735	eV
HOMO energy (alpha / beta)	-0.3295 / -0.2720	Eh
orbital gap (alpha / beta)	8.5 / 6.1	eV

```
13
Properties=species:S:1:pos:R:3:forces:R:3
C -0.612 -0.671 -0.145 -0.437 -0.112 -1.580
N 3.171 0.933 -0.664 0.472 0.442 -0.127
Si -0.707 -1.023 1.593 -0.924 -2.102 1.406
Si -1.093 0.850 -1.082 -0.625 0.314 0.949
P 2.848 -0.500 -0.324 -0.754 -0.574 0.181
H -0.590 -1.637 -0.734 0.024 1.332 0.431
H 2.631 1.756 -0.872 -0.255 0.163 -0.025
H -2.147 -1.466 2.222 1.604 0.642 -0.851
H 0.154 -2.259 1.525 -0.195 0.217 0.841
H -0.142 0.027 2.412 0.165 0.404 0.433
H -2.411 1.561 -0.556 0.711 -1.209 -0.855
H -0.780 0.354 -2.400 -0.689 0.224 -1.098
H -0.322 2.077 -0.971 0.904 0.258 0.294
```
Forces are in eV/Å.

=====

Entry from OMol25: a cluster of 2 separate species, CH2NP in total at a distorted geometry (ωB97M-V with the def2-TZVPD basis set).

## Properties
multiplicity	1
max |F|	3.435	eV Å⁻¹
energy relative to the best compared isomer or geometry (same formula, charge and spin)	91.7	kcal/mol
E_tot	-11843.170	eV
HOMO energy (alpha / beta)	-0.4312 / -0.3778	Eh
orbital gap (alpha / beta)	8.8 / 6.5	eV

```
5
Properties=species:S:1:pos:R:3:forces:R:3
C -1.661 0.005 -0.072 3.345 -0.777 -0.083
N -2.775 0.224 0.056 -1.742 0.366 0.151
P 1.441 -0.722 -0.041 -1.711 -0.105 -0.098
H 1.435 0.322 -0.971 0.094 0.269 -0.252
H 1.560 0.171 1.028 0.013 0.246 0.282
```
Forces are in eV/Å.